Entry from OMol25: a cluster of 3 separate species, C22H45IN3O10P2 in total in a non-equilibrium geometry (wB97M-V/def2-TZVPD).

Calculated values
- Gap between HOMO and LUMO: 0.212 hartree
- Total energy: -2761.5844 a.u.
- Relative energy (zero: lowest compared OMol25 entry of this formula, charge and spin): 1608.25 kJ/mol
- Charge: +1

```
83
Properties=species:S:1:pos:R:3:lowdin_charge:R:1
N 0.4809 6.1340 -3.6818 -0.052
C -0.3987 4.9414 -4.1074 -0.270
C -1.7100 5.5437 -4.9467 -0.198
C -2.7742 4.3422 -5.3950 -0.181
C -3.5578 3.6746 -4.0886 -0.072
C -3.0742 2.1588 -3.5709 0.002
C -1.8947 1.3070 -4.3382 -0.164
C -1.4545 -0.0856 -3.5937 -0.102
C -0.7624 0.1641 -2.1252 -0.278
O 0.0306 1.2094 -1.8730 0.009
O -1.1019 -0.8136 -1.0577 -0.039
C -3.8652 1.5598 -2.2228 0.101
C -5.0295 2.6056 -1.6292 0.010
N -5.3823 3.9247 -2.2310 -0.018
N -4.6770 4.3232 -3.3217 -0.522
I -5.2542 6.2006 -4.0891 1.026
H 0.0565 6.6371 -2.8689 0.071
H 1.4258 5.8077 -3.3785 0.074
H -0.7941 4.4231 -3.1257 0.111
H 0.2858 4.2488 -4.7571 0.124
H -2.1891 6.3476 -4.2430 0.070
H -1.2450 6.0871 -5.8966 0.139
H -3.5282 4.7896 -6.1989 0.106
H -2.1237 3.5528 -5.9764 0.120
H -2.3573 0.9882 -5.3912 0.147
H -0.9764 2.0134 -4.6210 0.128
H -0.6049 -0.5713 -4.2773 0.155
H -2.3245 -0.9017 -3.5805 0.146
H -1.8358 -0.3448 -0.5402 0.122
H -3.6159 0.5309 -1.7235 0.103
H -5.6213 2.2695 -0.6505 0.137
O 0.6277 3.8185 3.6525 -0.220
P -0.2434 2.5804 3.9779 0.784
O 1.0496 1.5528 4.0875 -0.249
C 1.7770 1.5668 5.3049 -0.296
C 0.9763 0.9500 6.4391 -0.083
O -0.6480 2.3421 2.3798 -0.278
C -0.6125 3.4018 1.4344 -0.293
C 0.7265 3.4266 0.7155 -0.067
O -1.2167 1.1972 4.3416 -0.265
C -1.5926 0.2065 3.3887 -0.286
C -0.4364 -0.5586 2.7619 -0.078
H 2.0728 2.5917 5.5515 0.110
H 2.6909 0.9860 5.1461 0.123
H 0.1014 1.5588 6.6752 0.067
H 1.5876 0.8663 7.3428 0.083
H 0.6154 -0.0454 6.1625 0.079
H -0.8435 4.3626 1.9068 0.107
H -1.4056 3.2161 0.7041 0.103
H 1.5704 3.4320 1.4118 0.079
H 0.8033 4.3061 0.0697 0.074
H 0.8422 2.5293 0.0998 0.054
H -2.2445 0.6474 2.6273 0.103
H -2.2139 -0.5131 3.9314 0.122
H 0.1949 0.0803 2.1384 0.069
H -0.8163 -1.3614 2.1218 0.070
H 0.2055 -0.9957 3.5310 0.082
O 3.2085 -4.4720 -1.1576 -0.230
P 3.4326 -5.0577 0.2581 0.783
O 2.1563 -6.1067 0.1544 -0.252
C 2.3753 -7.3126 -0.5593 -0.300
C 3.3003 -8.2487 0.1999 -0.084
O 2.6725 -3.7743 0.9995 -0.272
C 2.5759 -2.5018 0.3754 -0.277
C 1.2605 -2.3782 -0.3762 -0.074
O 3.6829 -5.7122 1.8399 -0.266
C 2.9397 -5.3301 2.9942 -0.283
C 1.4470 -5.6163 2.9256 -0.077
H 2.7783 -7.0908 -1.5528 0.107
H 1.4016 -7.7933 -0.6950 0.120
H 4.3050 -7.8283 0.2750 0.068
H 3.3721 -9.2158 -0.3069 0.081
H 2.9374 -8.4096 1.2197 0.080
H 3.4387 -2.3109 -0.2717 0.109
H 2.6071 -1.7460 1.1658 0.117
H 1.0940 -3.2157 -1.0603 0.081
H 1.2288 -1.4482 -0.9512 0.062
H 0.4212 -2.3840 0.3262 0.057
H 3.1387 -4.2810 3.2373 0.112
H 3.3533 -5.9112 3.8247 0.121
H 0.9435 -5.0155 2.1633 0.064
H 0.9726 -5.3854 3.8848 0.081
H 1.2612 -6.6661 2.6847 0.076
```



Entry from OMol25: a cluster of 2 separate species, C4H9N in total (wB97M-V/def2-TZVPD).

Calculated values
- Gap between HOMO and LUMO: 0.316 hartree
- Total energy: -212.3820 a.u.
- Relative energy (zero: lowest compared OMol25 entry of this formula, charge and spin): 444.21 kJ/mol

```
14
Properties=species:S:1:pos:R:3:lowdin_charge:R:1
C 0.1795 0.5695 -1.6019 -0.066
C -0.0030 -0.7181 -0.8252 -0.279
C 0.8488 -1.0604 0.3307 -0.084
N -0.3683 -0.6124 0.5876 -0.219
C -1.1855 0.0238 1.3741 -0.011
H 0.9190 0.4298 -2.3958 0.076
H -0.7622 0.8799 -2.0691 0.072
H 0.5301 1.3722 -0.9468 0.063
H -0.5547 -1.4975 -1.3617 0.126
H 1.2875 0.7691 1.2349 0.043
H 1.4276 -1.8768 0.7302 0.093
H -1.0695 -0.0846 2.4453 0.064
H 0.7604 1.2277 1.5527 0.052
H -2.0096 0.5777 0.9450 0.068
```



Entry from OMol25: a cluster of 6 separate species, C22H36O16S in total in a non-equilibrium geometry (wB97M-V/def2-TZVPD).

Calculated values
- Gap between HOMO and LUMO: 0.363 hartree
- Total energy: -2461.9148 a.u.

```
75
Properties=species:S:1:pos:R:3:lowdin_charge:R:1
C 3.8344 -1.7152 -2.3870 -0.008
C 3.1076 -0.7045 -1.5214 -0.289
C 2.7524 -1.3240 -0.1683 -0.135
O 3.2736 -0.5042 0.8318 0.085
C 4.1810 0.2797 0.2847 -0.563
O 4.9724 0.9406 0.8967 0.160
O 4.0860 0.2740 -1.0784 0.078
H 4.6722 -2.1755 -1.8686 0.097
H 4.1948 -0.9703 -3.1034 0.097
H 3.1664 -2.4703 -2.7986 0.082
H 2.2847 -0.2384 -2.0609 0.148
H 3.0497 -2.3669 -0.0347 0.138
H 1.6660 -1.3953 -0.0535 0.096
C -1.0029 2.6881 -1.9859 -0.012
C -0.6872 3.7086 -0.8810 -0.308
C 0.4571 3.3986 0.1048 -0.080
O 1.4220 4.3766 -0.2338 0.077
C 0.9234 5.3266 -1.0371 -0.577
O 1.5084 6.3161 -1.3704 0.149
O -0.2024 4.8503 -1.5733 0.071
H -1.7537 3.1607 -2.6177 0.087
H -1.6142 1.9568 -1.4482 0.069
H -0.0918 2.3018 -2.4314 0.093
H -1.5843 4.0336 -0.3504 0.134
H 0.6777 2.3561 -0.1204 0.109
H 0.0713 3.6552 1.0901 0.120
C 0.0844 -5.4783 1.4527 -0.031
C 0.4717 -6.7664 0.7465 -0.293
C 1.7337 -7.4873 1.2376 -0.093
O 1.3116 -8.7417 1.7551 0.079
C -0.0185 -8.8788 1.5919 -0.550
O -0.6951 -9.8469 1.6989 0.172
O -0.5505 -7.7028 1.1436 0.052
H 0.1052 -5.6695 2.5295 0.093
H -0.9806 -5.3147 1.2869 0.087
H 0.7194 -4.6171 1.2536 0.075
H 0.4658 -6.6869 -0.3404 0.151
H 2.2439 -6.8479 1.9612 0.129
H 2.4826 -7.6745 0.4689 0.133
C -1.8856 -1.1973 -3.8336 -0.023
C -0.7973 -1.8627 -2.9798 -0.294
C -1.2445 -2.8894 -1.8830 -0.044
O -0.1902 -3.8390 -2.0254 0.060
C 0.3961 -3.7571 -3.1946 -0.600
O 1.2850 -4.4885 -3.5307 0.145
O -0.0041 -2.6533 -3.8583 0.087
H -1.4610 -0.5687 -4.6149 0.087
H -2.4725 -0.4456 -3.2915 0.080
H -2.7056 -1.8356 -4.1652 0.085
H -0.2120 -1.0430 -2.5554 0.134
H -2.2506 -3.2407 -2.1070 0.136
H -1.1043 -2.4626 -0.8930 0.111
C -1.5426 8.2449 0.9406 0.004
C -1.5442 7.2698 2.1241 -0.321
C -2.7794 7.2598 3.0692 -0.077
O -2.8769 5.8787 3.3986 0.081
C -2.3069 5.1854 2.4000 -0.558
O -2.5136 4.0191 2.1916 0.138
O -1.4185 5.9246 1.7171 0.085
H -1.6580 9.3009 1.1750 0.089
H -2.4393 7.9799 0.3756 0.091
H -0.6094 8.0488 0.4161 0.087
H -0.7057 7.4459 2.8062 0.153
H -3.6256 7.6781 2.5189 0.133
H -2.6114 7.8081 3.9923 0.136
C -0.0698 -1.4934 2.3696 -0.211
S -0.5822 0.1558 1.6869 0.834
O -0.5010 0.0695 0.1919 -0.574
C -2.3272 0.1420 2.2352 -0.237
H -0.3716 -1.3908 3.4089 0.052
H 0.9584 -1.4221 2.0297 0.021
H -0.6709 -2.2647 1.8905 0.045
H -2.7493 1.1231 2.0300 0.040
H -2.3201 -0.0138 3.3148 0.052
H -2.8266 -0.7122 1.7798 0.056
```



Entry from OMol25: a cluster of 2 separate species, CH2F2N in total in a non-equilibrium geometry (wB97M-V/def2-TZVPD).

Calculated values
- Gap between HOMO and LUMO (spin up / spin down): 0.316 / 0.311 hartree
- Total energy: -293.1141 a.u.
- Relative energy (zero: lowest compared OMol25 entry of this formula, charge and spin): 456.14 kJ/mol
- Charge: +1

```
6
Properties=species:S:1:pos:R:3:lowdin_charge:R:1
C 0.2334 0.0334 0.0348 0.533
N 2.3887 0.0120 0.4072 0.046
F 2.9345 0.9634 -0.3338 0.105
F 2.9756 -1.0341 0.0730 0.175
H -0.3443 -0.0406 0.9462 0.053
H -0.4292 0.3442 -0.8279 0.087
```